Entry 1:
137
Properties=species:S:1:pos:R:3 method="wB97M-V/def2-TZVPD" total_charge=+3 multiplicity=1 e_tot_ev=-172013.5269 gap_ev="4.34 / 4.35"
W -0.236 -0.034 0.518
C -0.814 3.951 2.588
C 0.627 3.462 2.541
C 1.179 3.301 3.950
C 1.482 4.414 1.722
O 0.602 2.141 1.871
Si 1.820 1.037 1.628
S 0.986 -1.839 0.540
O 3.021 1.683 0.803
C 4.484 1.809 0.876
C 5.104 0.535 0.326
C 4.894 3.000 0.023
C 4.886 2.075 2.320
O 2.091 0.258 3.006
C 2.697 -0.786 3.848
C 3.887 -1.416 3.145
C 1.654 -1.862 4.143
C 3.095 -0.083 5.137
H -0.881 4.821 3.241
H -1.475 3.180 2.990
H -1.160 4.257 1.599
H 1.260 4.282 4.417
H 2.171 2.844 3.932
H 0.520 2.684 4.559
H 1.420 5.420 2.136
H 1.128 4.443 0.692
H 2.523 4.097 1.729
H 4.837 0.400 -0.724
H 4.770 -0.340 0.883
H 6.189 0.596 0.397
H 4.752 2.802 -1.036
H 5.953 3.199 0.185
H 4.337 3.894 0.301
H 4.509 1.300 2.985
H 4.498 3.038 2.655
H 5.971 2.101 2.398
H 3.579 -1.836 2.185
H 4.282 -2.226 3.756
H 4.690 -0.699 2.995
H 1.244 -2.274 3.222
H 0.845 -1.484 4.769
H 2.140 -2.670 4.688
H 3.842 0.688 4.951
H 3.514 -0.805 5.837
H 2.221 0.378 5.599
C -2.337 -2.761 2.634
O -2.183 -2.328 1.272
C -2.154 -3.371 0.367
C -2.527 -4.658 0.723
C -2.479 -5.683 -0.208
Br -3.047 -7.412 0.300
C -2.038 -5.444 -1.488
C -1.687 -4.150 -1.871
C -1.766 -3.092 -0.950
O -1.488 -1.797 -1.335
C -1.288 -3.892 -3.250
N -1.195 -2.685 -3.774
C -0.917 -2.871 -5.123
C -0.814 -1.983 -6.198
C -0.560 -2.500 -7.451
C -0.411 -3.877 -7.669
C -0.537 -4.776 -6.631
C -0.801 -4.251 -5.372
N -1.045 -4.863 -4.163
H -3.356 -3.106 2.811
H -2.133 -1.912 3.273
H -1.628 -3.557 2.865
H -2.882 -4.894 1.713
H -2.004 -6.264 -2.190
H -1.349 -1.862 -2.351
H -0.973 -0.921 -6.084
H -0.480 -1.828 -8.295
H -0.222 -4.237 -8.670
H -0.449 -5.842 -6.792
H -1.047 -5.857 -4.009
O -1.998 0.885 -0.536
C -2.699 2.073 -0.103
C -4.059 1.651 0.426
C -3.892 0.376 1.266
C -2.957 0.591 2.419
C -3.506 1.064 3.604
C -2.748 1.153 4.756
C -1.431 0.719 4.691
C -0.921 0.330 3.477
N -1.633 0.293 2.322
H -2.559 0.421 -1.171
H -2.783 2.776 -0.932
H -2.080 2.522 0.672
H -4.743 1.448 -0.401
H -4.488 2.457 1.022
H -3.528 -0.453 0.660
H -4.864 0.083 1.661
H -4.553 1.336 3.617
H -3.171 1.523 5.681
H -0.804 0.690 5.572
H 0.113 0.035 3.415
O 0.467 0.950 -1.145
P 0.518 1.373 -2.646
N -0.985 1.829 -3.164
C -1.896 0.777 -3.672
C -3.045 1.562 -4.283
C -2.296 2.702 -4.974
C -1.205 3.069 -3.967
N 1.035 0.060 -3.464
C 1.331 0.120 -4.916
C 2.126 -1.155 -5.176
C 2.897 -1.361 -3.870
C 1.876 -0.974 -2.805
N 1.482 2.677 -2.841
C 2.943 2.493 -2.971
C 3.435 3.929 -3.070
C 2.560 4.665 -2.047
C 1.209 3.936 -2.104
H -2.206 0.083 -2.894
H -1.399 0.184 -4.434
H -3.708 1.954 -3.507
H -3.634 0.963 -4.974
H -2.933 3.551 -5.211
H -1.853 2.337 -5.902
H -1.550 3.864 -3.303
H -0.293 3.397 -4.463
H 1.913 1.008 -5.173
H 0.409 0.150 -5.497
H 2.780 -1.055 -6.039
H 1.446 -1.991 -5.351
H 3.761 -0.694 -3.835
H 3.242 -2.385 -3.746
H 2.333 -0.597 -1.889
H 1.244 -1.830 -2.546
H 3.186 1.905 -3.854
H 3.353 1.991 -2.091
H 3.250 4.311 -4.074
H 4.497 4.022 -2.853
H 2.453 5.720 -2.288
H 2.996 4.582 -1.053
H 0.469 4.521 -2.649
H 0.817 3.720 -1.107

Entry 2:
144
Properties=species:S:1:pos:R:3 method="wB97M-V/def2-TZVPD" total_charge=+1 multiplicity=1 de_lowest_kj_mol=0.00 e_tot_ev=-243763.3086 gap_ev=8.03
Ca 0.038 0.555 1.049
C -1.853 2.427 5.058
C -1.965 2.288 3.557
C -3.308 2.782 3.036
O -1.795 0.892 3.171
C -0.832 3.017 2.801
O -0.177 3.899 3.336
O -0.687 2.570 1.607
H -2.673 1.899 5.553
H -1.893 3.478 5.339
H -0.905 2.020 5.404
H -4.131 2.266 3.539
H -3.369 2.597 1.963
H -3.416 3.853 3.218
H -2.357 0.362 3.749
C 0.825 -3.554 2.833
As 0.930 -1.622 3.096
C -0.056 -1.513 4.779
C 2.774 -1.384 3.694
C 3.677 -2.442 3.718
C 5.007 -2.232 4.056
C 5.442 -0.955 4.383
C 4.544 0.103 4.371
C 3.211 -0.091 4.025
As 1.928 1.397 3.954
C 1.735 1.692 5.883
C 3.136 2.896 3.618
H 1.050 -4.112 3.741
H 1.506 -3.855 2.042
H -0.194 -3.776 2.515
H 0.514 -1.940 5.602
H -0.988 -2.069 4.662
H -0.287 -0.469 4.982
H 3.349 -3.445 3.471
H 5.699 -3.063 4.070
H 6.477 -0.785 4.653
H 4.894 1.096 4.629
H 2.710 1.684 6.367
H 1.109 0.919 6.327
H 1.265 2.664 6.025
H 3.734 3.137 4.496
H 2.511 3.751 3.361
H 3.800 2.664 2.788
C -2.551 -3.057 -5.891
C -1.734 -2.097 -5.073
C -2.025 -0.732 -5.086
C -1.265 0.169 -4.361
C -0.195 -0.294 -3.604
C 0.107 -1.650 -3.570
C -0.660 -2.540 -4.306
S 0.787 0.735 -2.524
C 0.762 2.283 -3.423
O -0.083 0.991 -1.315
H -3.606 -2.783 -5.883
H -2.456 -4.077 -5.521
H -2.219 -3.047 -6.930
H -2.855 -0.369 -5.679
H -1.513 1.221 -4.398
H 0.935 -1.991 -2.958
H -0.422 -3.598 -4.284
H -0.257 2.660 -3.475
H 1.184 2.134 -4.415
H 1.380 2.972 -2.848
C 3.400 -5.440 -3.579
C 4.059 -4.938 -2.298
N 3.925 -3.502 -2.080
C 4.849 -2.624 -2.781
C 4.290 -2.003 -4.061
C 2.882 -2.962 -1.381
C 1.907 -3.911 -0.733
N 2.652 -1.704 -1.231
H 3.489 -6.524 -3.645
H 3.873 -5.010 -4.462
H 2.341 -5.179 -3.602
H 5.125 -5.171 -2.321
H 3.654 -5.467 -1.439
H 5.738 -3.209 -3.014
H 5.173 -1.836 -2.094
H 4.066 -2.767 -4.805
H 5.020 -1.317 -4.492
H 3.372 -1.447 -3.866
H 2.390 -4.486 0.059
H 1.489 -4.620 -1.449
H 1.104 -3.315 -0.307
H 3.329 -1.124 -1.720
C -3.747 -4.011 -2.129
C -3.533 -3.076 -0.942
C -3.258 -1.658 -1.412
S -2.661 -0.512 -0.156
O -1.496 -1.209 0.523
C -4.035 -0.524 1.034
C -3.882 -1.557 2.142
C -4.931 -1.350 3.230
H -3.952 -5.027 -1.794
H -2.859 -4.033 -2.763
H -4.589 -3.683 -2.742
H -2.687 -3.418 -0.342
H -4.415 -3.089 -0.299
H -4.137 -1.180 -1.853
H -2.462 -1.634 -2.163
H -4.960 -0.647 0.467
H -4.030 0.487 1.444
H -2.878 -1.467 2.558
H -3.956 -2.566 1.737
H -4.868 -0.341 3.647
H -4.791 -2.064 4.042
H -5.942 -1.478 2.842
C -3.694 2.196 -2.307
N -3.737 2.569 -0.895
C -2.763 3.658 -0.699
N -3.066 4.823 -1.532
C -3.046 4.394 -2.928
N -4.004 3.315 -3.198
C -5.342 3.811 -2.842
N -5.425 4.232 -1.441
C -5.077 3.087 -0.599
C -4.423 5.279 -1.217
H -4.417 1.394 -2.492
H -2.691 1.819 -2.524
H -1.767 3.284 -0.946
H -2.756 3.948 0.351
H -2.040 4.045 -3.174
H -3.284 5.244 -3.571
H -6.072 3.019 -3.020
H -5.585 4.660 -3.483
H -5.811 2.293 -0.761
H -5.117 3.392 0.449
H -4.458 5.588 -0.170
H -4.665 6.139 -1.843
N 7.106 2.537 -0.655
C 6.144 3.254 -0.051
S 6.364 4.797 0.464
C 4.859 2.534 0.161
C 4.836 1.186 0.510
C 3.617 0.570 0.740
N 2.454 1.214 0.640
C 2.478 2.516 0.320
C 3.647 3.207 0.068
H 7.996 2.976 -0.826
H 6.914 1.647 -1.082
H 5.751 0.626 0.651
H 3.565 -0.476 1.012
H 1.519 3.026 0.297
H 3.635 4.264 -0.160

Q: What is the multiplicity in the second record?
A: 1